(1)
O5S2 | ωB97M-V with the def2-TZVPD basis set

```
7
O5S2 ωB97M-V with the def2-TZVPD basis set
O 1.4393 -1.1619 0.7583
S 0.9961 0.0120 -0.0016
O -2.0323 1.1405 0.5934
O -1.8687 -0.8767 -0.9438
O 1.3467 -0.0595 -1.4324
S -1.4128 -0.2582 0.3463
O 1.5318 1.2038 0.6798
```

Output
M (g/mol): 144.13
HOMO level (eV): 0.817
Total charge: -2
SMILES string: O=S(=O)=S(=O)([O-])[O-]
Relative energy (zero: lowest compared OMol25 entry of this formula, charge and spin) (kcal/mol): 2.8
Orbital gap (eV): 5.687
F_max (Eh/bohr): 0.04888


(2)
C35H53N4OP2Sn | ωB97M-V with the def2-TZVPD basis set

```
96
C35H53N4OP2Sn ωB97M-V with the def2-TZVPD basis set
C -2.6797 0.3261 -3.1438
H 2.3094 -3.2355 0.6271
H -0.7221 2.9233 -2.4174
H -2.0715 2.3102 -0.3342
H 1.4151 -3.9533 -0.7143
C -2.4815 -0.2400 -1.7888
H 0.4945 4.2403 -2.3191
H -3.0946 1.1222 -7.0217
C 3.3529 -1.6125 -3.1732
C -4.1031 0.7569 -5.0948
H -5.1089 0.6893 -5.5610
C -0.9182 -3.1982 -1.9721
H 2.9033 2.6791 2.3631
N -1.1327 0.6163 2.5524
C -2.6812 -3.2539 -0.1654
H 0.2279 4.5718 1.5011
N -1.5872 1.8900 4.2948
H 4.0425 -2.0076 -3.9405
P 1.2908 2.1537 -0.2455
H 4.9614 2.0672 0.6834
C 2.8639 -0.3056 -3.2020
H -1.5540 2.8567 1.2657
O 2.1686 0.3375 3.7841
H -2.9471 -0.5616 2.5969
H -0.0228 -3.7150 -2.3658
C 0.4514 -5.1384 2.2510
H -0.4951 3.4316 5.1736
C -0.7083 1.6475 3.3050
H -1.7835 -3.4618 -2.6060
C 2.9623 3.4946 1.6248
H -0.2915 -5.7975 1.7904
H -0.8383 1.2764 -5.9155
C -3.9716 0.5270 -3.7033
H 2.7506 3.7650 -1.8530
H -3.0022 -3.6434 0.8118
H 3.1195 0.4564 -3.9760
H -2.2608 3.5138 5.4565
H -2.2958 3.9981 0.1605
C -1.7218 1.0372 -5.3092
H 1.4026 -5.2377 1.7120
C -0.0122 -3.6777 2.3568
C -1.4046 -3.6151 3.0018
C 1.5165 -3.0472 -0.1124
C -1.3966 2.8429 5.3757
H 3.6106 0.9300 0.8221
H 3.2546 -3.4638 -1.9955
C 2.0553 -2.0166 -1.1013
H -1.2442 4.5822 -2.0222
H 1.0354 -3.4197 4.2205
C 0.9968 -2.9240 3.2394
C -0.4323 3.8413 -1.8780
H -0.0850 -5.5536 -0.6774
N 1.6466 -0.7489 -1.0959
H 4.3351 3.9172 -1.1429
N -1.8308 -0.1593 -0.7690
C -1.5712 0.7874 -3.9316
C 2.0956 0.4739 2.6476
H -4.8820 0.3895 -3.0902
H -2.1403 -4.2324 2.4699
C -0.2515 3.5604 -0.3831
H 2.0104 -2.9494 2.8165
C -1.1253 -5.2172 -0.5385
P -0.1053 -2.7528 0.6956
C -1.2490 -3.6770 -0.5366
H 0.7078 -1.8805 3.4086
H -3.5101 0.9984 4.8044
H 0.6070 -5.5114 3.2761
H -0.5369 0.9085 -3.5419
C 4.0152 1.7556 0.2165
H 2.1569 4.2174 1.8135
H 3.9252 4.0151 1.7429
H 4.2618 1.3694 -0.7835
H -1.7859 -2.5858 3.0661
H -1.5549 -5.6981 0.3548
H 1.0861 5.2495 0.0867
H 0.2146 2.2200 3.1733
C -2.6587 1.0056 4.1435
H -1.6965 -5.5899 -1.4092
H -0.7871 -2.1111 -1.9927
C 2.2633 0.1465 -1.9766
C 3.2659 3.9614 -0.8988
C 2.9610 -2.4249 -2.0864
C -2.3738 0.2299 3.0644
C -2.9896 0.9836 -5.9300
C 2.9863 2.9151 0.2079
H -1.3381 -4.0075 4.0270
C 0.1555 4.7925 0.4269
H -2.7762 -2.1624 -0.1693
C 2.1674 1.5701 -1.8047
H 2.9859 4.9864 -0.6271
H -3.3705 -3.6585 -0.9243
Sn 0.0261 -0.0864 0.6547
H -1.2742 2.3188 6.3340
H 2.0293 2.1825 -2.7012
H -0.6281 5.5584 0.3337
C -1.6045 3.1356 0.2072
```

Output
M (g/mol): 726.49
HOMO level (spin up / spin down) (eV): -15.058 / -16.132
Total charge: +3
Relative energy (zero: lowest compared OMol25 entry of this formula, charge and spin) (kcal/mol): 93.3
Orbital gap (spin up / spin down) (eV): 5.470 / 6.252
F_max (Eh/bohr): 0.12318


(3)
C42H94N10O13 | ωB97M-V with the def2-TZVPD basis set

```
159
C42H94N10O13 ωB97M-V with the def2-TZVPD basis set
H 8.1180 0.0361 0.9188
H 4.5614 -1.0976 1.7014
N 1.7205 2.8313 -5.8638
H -2.9321 6.1904 -0.6175
H -6.5287 -5.9134 0.2313
O 3.0638 1.6300 -4.4606
C 0.6017 3.3893 -6.4068
O 1.9261 -4.1410 -3.1396
H -1.7528 0.0502 0.4977
C 0.7122 1.2314 -4.3440
N 5.9186 1.1766 -0.9563
O 0.8835 -1.6627 0.4952
C 0.5922 -2.5575 4.4131
H 4.8426 1.9581 -2.4679
C -0.2454 -5.7457 1.6817
H -0.2576 -3.0930 3.9884
H 6.1479 0.3821 -1.4967
H 0.8440 -2.9597 5.4271
H -5.7217 -1.3316 -1.9411
H 3.9815 1.4032 2.3500
O -2.6084 -0.9372 3.3391
H -0.1475 -5.6364 0.6229
C -5.6679 -5.2609 0.3476
H -4.0778 -1.1808 6.4253
C -3.6831 4.6484 -1.5993
H 5.0789 3.4819 1.7562
H -3.9464 -3.9662 -2.0875
C 3.0750 3.3062 1.6722
H 3.5412 5.8351 1.0062
H 1.0282 0.7704 -0.4023
C -3.6054 -0.3829 5.8180
C -4.0460 -4.1915 -1.0455
H 1.5475 6.4594 -3.4520
H -5.1502 1.5918 -1.6151
H 0.3749 0.5103 -5.0562
O 1.1266 4.4650 -3.2901
C 1.9382 1.8867 -4.8813
C 2.6839 4.8069 -1.5722
H -1.8875 -0.3065 -1.8347
C -3.7309 -0.7759 -2.8788
C -4.7808 -5.5215 -0.8577
H 2.5749 3.2881 -6.1283
C 1.1950 -0.2514 4.6506
H -3.0664 -4.2503 -0.5519
H 2.1722 5.6493 -1.0820
H 0.7337 4.4632 -6.5035
H -3.7441 -5.6765 3.9256
C 0.8356 1.1464 4.4699
C 6.3851 1.1809 0.3107
H 3.4628 1.3930 0.6992
H 3.4828 5.6449 2.7847
H 3.7498 -0.5013 -2.6329
H 2.2558 1.2580 1.8725
H -0.2188 -2.5429 -2.4063
H -5.3627 -5.7264 -1.7810
H -3.0624 -4.2685 4.9091
H -5.2976 6.1415 0.2389
H 4.1380 -1.1866 -1.0978
H -2.5896 -0.6788 5.5638
H -0.7208 -0.9635 4.1028
N -0.7415 -0.1123 0.4393
N 4.2263 4.0469 1.7404
C -5.0627 6.4770 -0.7405
C -5.1727 -0.5183 -2.3673
H 3.8701 4.4748 -3.3132
C -2.2730 4.1163 -1.8940
C 3.2804 5.3247 -2.8820
H 6.6310 -0.3104 1.8197
H -6.3689 -3.3012 0.9611
H 1.6616 1.7520 4.8004
O -2.6581 -5.6660 1.4828
C -2.8192 0.2063 -2.0791
C 1.6415 3.8417 -2.1050
H -0.3050 3.2164 -5.7906
H 4.0071 6.1260 -2.7876
H -3.6987 -4.0572 3.2604
C 4.5770 -1.7675 2.5446
H 2.8545 -5.4629 1.2535
H 6.8375 -0.9263 0.2032
H 3.7266 -3.1313 -2.2336
N -1.8230 -5.0298 3.4369
O -3.5936 0.4837 -0.8735
H 0.1993 1.7564 0.7660
N 3.4169 -3.4189 1.0982
H 2.4576 -0.6018 -1.3569
H 0.7835 3.7117 -1.4306
H -3.7063 -0.6959 -3.9538
C -1.6708 -5.4940 2.1616
C -4.6892 -0.6123 2.2453
C 5.3361 2.3448 -1.6082
H -4.0499 -6.3236 -0.7511
C -3.7360 -0.4804 3.4035
H -2.7211 1.1967 -2.5413
H -4.2600 -0.5006 1.2916
H -5.1625 -5.5023 1.2958
H 5.5426 -1.7488 3.0257
H 5.0437 5.9976 2.1370
O 6.3058 2.2092 1.0005
C 0.0328 1.0192 0.0045
H 1.0055 0.8204 -3.3734
N 2.9828 -2.4004 -2.2752
H 1.4072 -2.7845 3.7484
C 1.8886 -2.9877 -2.7600
H -3.4441 -1.7774 -2.5505
H -5.1234 -1.5933 2.3346
H -3.5552 0.4933 6.4530
C 7.0512 -0.0542 0.8654
C -0.2909 -1.3824 0.6108
O -4.7912 -3.2035 -0.3303
H -5.7572 5.9979 -1.3855
H -5.3170 0.1361 4.5309
O 1.9896 3.7650 1.4651
H 5.9813 3.2275 -1.7040
C 0.6559 -2.1035 -2.8355
N 0.2147 -1.1760 4.3786
H -5.0656 7.5795 -0.8211
H -5.7299 0.0464 -3.0913
H -2.1660 3.9291 -2.9842
N -3.7698 5.8743 -1.1352
H 2.6238 -2.8082 0.8909
C -3.1506 -4.7569 3.9163
H 2.5432 -4.8125 -0.2751
O 5.1652 -4.1211 2.3702
O 2.3025 -0.6125 5.0068
C 3.3372 -1.0658 -1.8067
H 4.1750 -5.2116 0.2318
H -1.0021 -4.9908 4.0092
H -6.7159 -3.6300 -0.6994
H 4.4503 2.5799 -0.9766
H 0.2900 3.0141 -7.3818
H 2.1694 5.4128 -4.8416
H -0.5158 1.5265 -0.8214
H -5.5017 0.3751 -0.4143
H -1.5922 -2.7283 1.7184
C 4.1056 5.4999 1.9260
H 0.0209 1.4066 5.1190
N -4.3481 -0.1334 4.6033
H -1.5251 4.8230 -1.5436
H 3.7566 -1.4840 3.2271
C 3.2316 -4.7435 0.5504
H 3.4522 4.3898 -0.8901
H -0.9184 -3.3325 0.2506
O -4.6458 3.9385 -1.8996
C -6.0151 -3.8074 0.1090
H 0.6486 1.3431 3.4224
H 2.1373 2.9363 -2.3532
H 0.3818 -1.9429 -3.8630
H -0.0800 1.9589 -4.3323
H -2.1810 3.1311 -1.4275
C -1.3508 -2.4608 0.6903
C 1.9994 5.5063 -3.7231
C -4.9632 0.5542 -1.3095
H 0.0448 -6.7269 1.9254
H -5.4584 0.1649 2.3769
H 0.8534 -1.1406 -2.4111
C 3.1939 1.7692 1.6588
H -2.3376 -2.1650 0.2460
H 0.4822 -4.9989 2.0857
C 4.3889 -3.2008 2.0616
```

Output
M (g/mol): 947.27
HOMO level (eV): -8.895
Relative energy (zero: lowest compared OMol25 entry of this formula, charge and spin) (kcal/mol): 18.7
Orbital gap (eV): 9.238
F_max (Eh/bohr): 0.08126


(4)
C18H37O12P | ωB97M-V with the def2-TZVPD basis set

```
68
C18H37O12P ωB97M-V with the def2-TZVPD basis set
C 2.9594 -6.3298 2.0034
H 2.2945 -9.7393 -0.1070
H -0.6748 2.9885 0.5471
H 2.6394 -4.3479 3.8211
O -2.8620 9.0423 0.0203
H -0.0951 -9.9247 -1.0336
O -1.9596 9.9383 -1.8243
O 1.1425 1.8481 0.1445
O 0.5925 -1.3282 2.2311
H 1.9394 -12.1127 0.6996
H -0.6449 9.6074 1.1694
C -2.7512 4.5555 -1.4209
H 0.4098 -11.2199 0.4960
C -3.4899 5.6211 -2.1722
H -4.8414 3.5750 0.9215
H -0.3996 11.3408 -1.8641
H 0.6100 3.8515 -0.5518
C 0.7964 -9.9315 -1.6674
H 1.7273 -8.1978 -0.7782
H -5.6677 2.4773 -1.1486
O 2.6780 -7.3885 1.4439
O 3.1555 0.8888 1.0468
C 3.0183 -3.0898 2.0748
H -3.8260 5.2177 -3.1309
C 1.9057 1.3639 1.3050
C -0.5200 9.4179 0.0976
C -1.8667 9.4770 -0.5572
H -4.3397 6.0348 -1.6319
H 0.5467 9.0173 -2.4196
O 1.4269 1.2935 2.7000
C 0.9498 -12.1286 0.2358
H -0.4913 8.9676 -3.8356
O 2.0563 -5.3257 2.0587
O 1.2576 -13.4795 -1.6909
H -2.8063 6.4579 -2.3530
H 1.2078 -3.7371 3.0168
H 4.3733 -5.3749 3.3619
H -1.3904 11.2220 -3.3042
C -0.9061 10.6283 -2.5214
H -0.8231 0.5475 1.5303
H 0.5246 -9.4016 -2.5867
C 1.9781 -9.2335 -1.0236
C -4.7478 4.0860 -0.0427
C 0.4900 3.1416 0.4001
H 0.9152 3.7389 1.3130
O -1.5675 4.3257 -1.6643
H 2.5473 -2.8757 1.1097
H -0.6880 0.1579 3.8443
C 0.0500 9.6439 -3.1657
H 0.8167 10.1709 -3.7404
H 2.8396 -9.2379 -1.6995
C -5.8033 3.5525 -0.9912
O 1.1439 -11.2723 -2.0589
H 0.1807 10.1686 -0.2637
C 1.1002 -12.3461 -1.2392
P 0.0728 0.1467 2.6171
H 0.3694 -12.9588 0.6533
H 4.7065 -7.0434 2.9675
C 4.3354 -6.1004 2.5511
H 3.0901 -2.1603 2.6464
H 4.0308 -3.4426 1.8596
H -6.8055 3.7269 -0.5903
C 2.2160 -4.1257 2.8374
H 4.9959 -5.7803 1.7412
H -5.7372 4.0255 -1.9750
H -4.8651 5.1540 0.1625
O -3.4254 3.7942 -0.5306
H -0.0948 8.4210 -0.0442
```

Output
M (g/mol): 476.46
HOMO level (eV): -9.666
SMILES string: COC(=O)O[PH2]=O.CCOC(C)=O.CCOC(C)=O.CCOC(C)=O.CCOC(C)=O
Orbital gap (eV): 9.482
F_max (Eh/bohr): 0.18726


(5)
C30H59F9N18O12PS | ωB97M-V with the def2-TZVPD basis set

```
130
C30H59F9N18O12PS ωB97M-V with the def2-TZVPD basis set
C -1.6284 -0.1822 1.4395
F -2.3022 5.5530 0.9485
C -1.1413 4.6681 1.0701
N 6.7886 6.7238 0.7443
H 0.9301 2.9543 -2.5881
H 1.8026 -3.7238 -0.8565
H 0.4346 -7.6283 -4.0827
H 7.2712 11.1632 5.8648
F -4.3229 -2.7886 -0.4685
P -4.4576 3.1888 1.2117
O 5.2371 1.3515 -3.8919
H -0.7072 -6.3988 -4.5389
H -4.5981 -5.6030 0.4940
C 4.7904 0.3426 -4.4147
H -2.4762 -2.1440 1.1813
C -5.9079 -8.3800 3.1104
C 1.5217 2.7905 1.3274
H 3.4922 1.8075 -0.8809
H 0.1579 0.7519 6.7718
H -7.1692 -9.9576 2.6096
N 5.1056 5.0946 -1.5728
O -1.4470 -5.6361 0.8439
H 4.2709 11.1399 4.0580
H 1.7330 -3.1023 1.8668
H 3.6070 -0.1973 -2.8719
N -5.8990 -8.7687 4.3982
F -6.3040 -1.1533 0.4631
N 5.0507 10.6543 3.6479
N -0.9172 -3.3959 -7.2252
H -2.0866 -8.0208 0.8300
H -3.7941 -7.7574 0.6345
H -5.3499 -8.2148 5.0426
H -1.9298 -1.9840 5.0911
N 6.4600 8.9329 1.1113
C -1.7023 -1.2394 4.1860
H -6.6872 -8.8939 1.3213
O -0.5625 -8.1153 -1.8770
H 2.3984 5.0562 -1.9242
H 3.5227 -1.2959 -4.2172
H -1.2267 -0.6332 6.9856
H 4.9286 10.1953 2.7547
H -2.4096 -5.8415 -3.0902
C -4.6052 -0.3764 -3.6014
N -2.0555 -6.5258 -2.4432
H -3.0643 -2.9806 -4.9183
H 6.6006 5.8899 0.2035
H -2.9954 0.8155 -3.2385
O 5.4181 7.9028 -0.6003
C 1.3868 -1.2493 0.4022
N -0.3830 -7.0732 -3.8665
H -0.0513 -2.3806 2.9005
N -1.6228 -1.6884 1.5625
O -3.9936 0.9273 -3.3016
H -5.6472 2.3859 1.1836
C 2.0964 2.8138 -2.4288
H 1.6687 1.3190 -0.7604
H 5.6160 11.6957 5.8439
C -1.5083 -3.6134 -6.0365
H 2.5856 4.5820 -3.7864
H -1.7076 -3.2633 3.0707
C -2.5832 -6.0676 0.7283
C 6.2668 10.5727 4.2172
C -0.8293 0.2522 6.3297
H 4.8751 3.0527 -2.3643
N 6.3722 11.2003 5.4024
H -2.9438 -2.1642 -6.4489
C 2.2940 -2.5065 1.0306
C -5.0584 -1.5222 -2.5215
C -4.3056 -1.3934 -1.0439
F -0.3762 5.1360 2.2866
O 2.0987 2.8894 2.5409
H 7.4144 6.6657 1.5299
F -0.2861 4.9265 -0.1489
N -2.8620 0.7084 1.3476
N 3.9018 -0.4610 -3.8031
H -3.4866 -4.2689 0.5852
F -2.8978 -1.0372 -1.3327
H 5.8139 0.5214 -6.1446
H -0.0996 -3.9510 -7.4414
H 3.6189 -3.0319 -0.8582
O 7.1990 9.9773 3.7004
H 6.0181 9.8058 0.8540
H 2.0722 -0.8030 -0.4675
C -5.0792 -0.3978 0.0020
H 0.4105 -1.6290 -0.1191
C 4.4871 4.1465 -2.5944
C 2.7681 -3.5206 -0.2016
C -4.2338 0.0017 1.3468
H 3.1914 -4.5402 0.1877
C 6.1741 7.8562 0.3573
C 2.3864 2.2371 -0.8860
H -0.6162 0.8502 4.1409
C -2.8050 2.2489 1.2586
N -6.6534 -9.1517 2.2989
H -1.2414 -2.7215 -7.8976
C -0.1058 0.5122 1.4209
H -2.6891 -0.6346 4.0162
N 1.1751 -0.2821 1.5448
F -6.5362 -1.5710 -2.4379
H 4.7899 -0.8831 -6.0964
C -0.0078 2.1421 1.3107
H 1.2979 -0.7201 2.4837
H 2.4232 1.9626 -3.1891
F -5.5936 0.7507 -0.7837
S -4.5566 4.2195 2.9052
H -1.6258 1.1411 6.3043
H -2.5301 -6.6579 -1.5596
N -2.5897 -2.8485 -5.8019
C -0.9741 -7.2908 -2.6778
H 3.3054 -2.0708 1.4874
H 4.5500 5.9849 -1.6394
H 5.0587 4.6823 -0.6151
C -1.2276 -2.1792 2.9319
O -4.8086 -0.2690 2.5390
H -6.4014 -9.5677 4.7464
N -3.6549 -5.2664 0.5904
O 2.2186 3.2874 0.1303
O -1.0967 -4.4380 -5.2357
O -4.8488 -0.6320 -4.9162
O -5.2899 -7.4059 2.7106
C 2.8443 4.2509 -2.6795
H -4.5323 4.1361 0.1057
N -2.8651 -7.3830 0.7284
H 7.0799 8.9143 1.9035
H 0.4824 -0.6891 4.6881
N 5.1467 -0.0556 -5.6493
H 4.9460 4.4410 -3.6543
C -0.5729 -0.1840 4.7355
C -1.3951 3.0737 1.2066
F -4.6355 -2.8446 -3.1176
```

Output
M (g/mol): 1097.94
HOMO level (eV): -9.964
Total charge: +1
Relative energy (zero: lowest compared OMol25 entry of this formula, charge and spin) (kcal/mol): 500.9
Orbital gap (eV): 4.072
F_max (Eh/bohr): 0.18978


(6)
C8H11FN5O | ωB97M-V with the def2-TZVPD basis set

```
26
C8H11FN5O ωB97M-V with the def2-TZVPD basis set
O -3.7981 0.8553 -0.5169
H -3.3807 -1.6126 0.1983
C -0.5928 2.1512 -0.0625
C 1.5909 -1.5171 0.1552
C -1.7958 -0.1619 0.3750
H 1.8494 0.0239 -1.1496
H 3.0784 -1.3148 -1.3691
F -2.0295 -3.6204 0.2763
N -2.3195 -1.4530 0.1501
H 0.9997 3.4093 -0.6591
C -2.6285 0.9364 -0.1287
N 0.0277 3.3111 -0.2846
H 1.8760 -0.0233 1.6332
N 0.2403 -1.1684 0.6138
H 3.4152 -0.3775 0.9898
H 2.5707 -1.5173 2.0188
H 1.7158 -2.6415 0.3164
N -1.9578 2.1272 -0.0658
C 1.9682 -1.0306 -1.2387
C -0.3859 -0.0089 0.4514
C 2.3698 -0.8649 1.2032
N 0.2203 1.1904 0.1541
H -0.6429 4.1343 -0.6391
H 1.5489 -1.3792 -2.2246
H -2.3910 2.9897 -0.3279
C -1.5489 -2.4374 0.1311
```

Output
M (g/mol): 212.21
HOMO level (spin up / spin down) (eV): -12.655 / -13.223
Total charge: +1
Multiplicity: 3
Orbital gap (spin up / spin down) (eV): 9.089 / 6.371
F_max (Eh/bohr): 0.10899


| no. | E (eV) |
| --- | --- |
| 1 | -31907.2512 |
| 2 | -69543.8263 |
| 3 | -86599.6632 |
| 4 | -53121.6609 |
| 5 | -128018.5347 |
| 6 | -20678.5935 |